Here is a single C5H7ClO molecule at a distorted geometry from the OMol25 dataset. Energies are from ωB97M-V/def2-TZVPD.

Results
F_max, eV/Å: 3.3
Kohn-Sham gap, eV: 10.53
Energy, a.u.: -730.08209
Energy relative to the best compared isomer or geometry (same formula, charge and spin), kcal per mole: 32.44
E_LUMO, eV: 0.89
HOMO energy, eV: -9.640

Structure (ORCA input):
```
! RIJCOSX wB97M-V def2-TZVPD def2/J DEFGRID3
* xyz 0 1
Cl -0.7381 -0.1243 2.9575
O -1.1929 1.6929 -1.8393
C -1.0514 0.4124 0.1764
C -0.0763 -0.7284 0.1920
C -0.6382 1.5246 -0.7963
C 1.1199 -0.9598 -0.6813
C -0.2015 0.2898 1.3786
H 0.8269 -1.4306 -1.6035
H -0.4614 -1.7696 0.3321
H 1.7341 -0.1102 -0.8753
H -2.1159 0.2405 0.0651
H 0.3293 1.9785 -0.4341
H 0.7270 0.7276 1.3863
H 1.7384 -1.7435 -0.2579
*
```


Here is a molecular structure, C9H36AsF6O9 at a distorted geometry from the OMol25 dataset. Energies are from ωB97M-V/def2-TZVPD.

Results
F_max, eV/Å: 2.9
Kohn-Sham gap, eV: 9.34
Energy, a.u.: -3876.83554
Energy relative to the best compared isomer or geometry (same formula, charge and spin), kcal per mole: 0.00
E_LUMO, eV: 2.02
HOMO energy, eV: -7.319

Structure (ORCA input):
```
! RIJCOSX wB97M-V def2-TZVPD def2/J DEFGRID3
* xyz -1 1
As -0.2521 -1.1676 0.2224
F -0.3625 -1.3354 2.0208
F -1.2455 -2.5862 -0.0284
F 1.2714 -2.0909 0.3510
F 0.7111 0.3782 0.4855
F -0.1592 -0.9579 -1.5964
F -1.7713 -0.2212 0.2980
O 0.1343 -2.7088 -3.4946
O 3.8491 -0.7764 0.4320
O 0.4454 3.0307 0.5925
O -0.2578 -4.7949 -1.6641
O -2.7533 -0.9034 -2.8382
O -3.7838 -4.0318 0.0157
O -2.8486 -1.9571 3.0340
O 1.3486 0.4014 -4.1925
O 2.1652 0.4418 2.9135
C -2.6980 0.3169 3.5000
C -3.6068 -0.7501 2.9846
C 0.9482 3.5639 -0.6306
C 3.6721 0.4524 -0.2448
C 0.2781 2.9057 -1.7907
C 3.3776 0.0758 -1.6933
C 0.7524 5.0940 -0.5625
C -5.0173 -0.7332 3.6165
C 5.0683 1.2002 0.0555
H -5.0150 -1.0741 4.6518
H 0.2940 2.0944 0.4444
H 2.4418 -0.4829 -1.7083
H -5.5116 0.2381 3.5964
H 2.0324 3.4537 -0.6554
H -3.6597 -0.5985 -2.8795
H 0.0524 -3.4178 -2.8568
H -5.6081 -1.5214 3.1499
H 2.8763 1.0298 0.2258
H 3.3457 0.9536 -2.3387
H 0.2155 3.5615 -2.6591
H -0.1589 -1.9281 -3.0247
H 1.1114 5.4998 0.3833
H 1.5278 -0.0199 2.3686
H 0.9402 -0.2142 -4.8011
H 5.2228 1.9133 -0.7542
H -0.2814 5.4229 -0.6676
H -0.7267 2.6190 -1.4805
H -2.1428 -1.7040 2.4345
H -3.8102 -0.4021 1.9718
H 2.5618 -0.2434 3.4516
H 5.8970 0.4927 0.0860
H 4.0890 -0.5669 -2.2119
H -3.1742 -3.7501 0.6978
H 0.1722 -5.6199 -1.4388
H -2.4674 0.0714 4.5367
H -1.7091 0.4881 3.0747
H 3.0221 -1.2551 0.3400
H 1.4208 -0.0852 -3.3714
H 0.8793 2.0301 -2.0355
H -3.4888 -3.5763 -0.7728
H -3.1797 1.2879 3.6143
H -0.4925 -4.4084 -0.8205
H 1.3054 5.6620 -1.3107
H -2.4232 -0.5628 -2.0068
H 5.1758 1.7665 0.9806
*
```


Here is a single C5H11NO molecule from the OMol25 dataset. Energies are from ωB97M-V/def2-TZVPD.

Results
F_max, eV/Å: 0.3
Kohn-Sham gap, eV: 10.24
Energy, a.u.: -327.10849
Energy relative to the best compared isomer or geometry (same formula, charge and spin), kcal per mole: 14.34
E_LUMO, eV: 0.88
HOMO energy, eV: -9.359

Structure (ORCA input):
```
! RIJCOSX wB97M-V def2-TZVPD def2/J DEFGRID3
* xyz 0 1
O 0.7184 2.5202 -0.5593
N 0.7567 0.3054 0.0967
C -1.6232 0.9662 0.0940
C -0.5786 -0.0063 -0.4601
C 1.7131 -0.7525 0.3796
C -0.9763 -1.4557 -0.1712
C 1.2582 1.5694 -0.0275
H -1.0096 -1.6560 0.9066
H 1.3159 -1.4846 1.0861
H -2.5937 0.7807 -0.3768
H 2.0238 -1.2811 -0.5320
H -0.5317 0.1249 -1.5520
H -0.2961 -2.1790 -0.6334
H 2.6045 -0.3014 0.8257
H -1.7321 0.8372 1.1777
H -1.9776 -1.6406 -0.5745
H -1.3268 1.9924 -0.1230
H 2.2550 1.6610 0.4435
*
```


Here is 6 unconnected molecules or ions with the total composition C24H54O12 at a distorted geometry from the OMol25 dataset. Energies are from ωB97M-V/def2-TZVPD.

Results
F_max, eV/Å: 5.0
Kohn-Sham gap, eV: 10.39
Energy, a.u.: -1849.64884
Energy relative to the best compared isomer or geometry (same formula, charge and spin), kcal per mole: 0.00
E_LUMO, eV: 0.53
HOMO energy, eV: -9.857

Structure (ORCA input):
```
! RIJCOSX wB97M-V def2-TZVPD def2/J DEFGRID3
* xyz 0 1
O -6.2689 0.9693 -0.3639
O -7.5406 -1.0676 -2.0529
O 1.2654 -5.4002 1.6413
O 2.4439 -1.3348 1.1501
O -5.1492 2.1973 1.0214
O -6.1210 -1.2657 -3.7420
O -1.2529 0.9415 -3.7628
O -4.7224 2.5633 -1.0704
O -1.1590 4.6244 -5.8523
O -1.1930 2.2318 -2.0010
O 4.9272 0.5616 1.8089
O -1.8734 2.3406 1.6218
C -1.1414 1.0087 -2.6137
C -6.7810 -1.3472 -0.8742
C -1.2655 2.6838 2.8643
C 1.1046 4.6899 -6.6854
C 0.4749 -0.2228 -1.1526
C 1.5308 -1.1319 3.3732
C -5.7089 -0.3050 -0.6843
C -7.0283 -1.6637 -3.1505
C 3.2512 -2.8763 2.8158
C -0.1749 2.5330 -6.5394
C 1.6123 -6.7134 2.0809
C 6.8557 1.9585 2.1965
C 5.9618 0.4407 3.9878
C -0.7622 4.1185 2.8131
C 2.0616 -2.0785 2.3059
C -3.5659 1.8448 -1.5881
C -0.2620 4.0295 -6.7909
C 1.0562 -7.7455 1.1119
C 6.1802 0.6296 2.4943
C -0.9528 -0.2237 -1.7875
C -5.3551 1.9127 -0.0730
C -2.2621 2.4863 3.9967
C -2.5036 2.8249 -2.0553
C 3.1236 -6.8326 2.2070
H 1.1513 -6.8452 3.0608
H 5.4707 -0.5130 4.1862
H 2.9816 -3.4740 3.6886
H -1.8137 2.7197 4.9643
H 6.2341 2.7914 2.5370
H -0.0264 -7.6452 1.0261
H -6.2603 -2.2985 -0.9893
H 1.2875 -8.7607 1.4383
H 1.2699 -2.7615 1.9962
H -1.1611 2.0743 -6.6099
H 6.9070 0.4652 4.5319
H 1.4741 -7.5986 0.1120
H -3.1894 1.2281 -0.7781
H 0.4883 2.0474 -7.2582
H -0.8027 4.4692 -4.9696
H 4.0721 -2.2067 3.0886
H 5.3123 1.2263 4.3843
H -0.6801 4.2126 -7.7819
H -3.9211 1.2109 -2.3923
H -7.5353 -2.5783 -3.4859
H 1.5194 4.5560 -5.6824
H -2.5047 3.7288 -1.4692
H 7.8267 2.0269 2.6888
H -0.2702 4.3999 3.7459
H 3.4144 -7.8216 2.5650
H 4.3718 1.2790 2.1378
H 0.1972 2.3333 -5.5321
H -3.1368 3.1262 3.8549
H 1.1160 -1.0039 -1.5361
H -5.1909 -0.2205 -1.6354
H 2.3007 -0.4107 3.6644
H -1.6844 -0.3237 -0.9934
H -0.4213 2.0046 2.9965
H 3.6251 -3.5436 2.0388
H -7.4087 -1.4114 0.0065
H 3.1464 -0.7247 1.4103
H -1.0664 -1.0997 -2.4075
H -4.9471 -0.6168 0.0325
H 6.7909 -0.1866 2.1073
H 1.2106 -1.6766 4.2633
H -2.6184 1.4557 4.0167
H -0.0542 4.2460 1.9929
H 6.9995 2.0825 1.1227
H 1.6641 -5.2623 0.7739
H -2.6967 3.0443 -3.1026
H 3.6053 -6.6574 1.2409
H 3.5101 -6.0837 2.8993
H 1.8048 4.2692 -7.4091
H -1.5905 4.8099 2.6351
H 0.4067 -0.3329 -0.0797
H -2.6278 2.9287 1.4858
H 1.0255 5.7639 -6.8604
H 0.9353 0.7366 -1.3616
H 0.6830 -0.5607 2.9906
*
```


Here is a molecular structure, C29H46FeP2Se at a distorted geometry from the OMol25 dataset. Energies are from ωB97M-V/def2-TZVPD.

Results
F_max, eV/Å: 4.6
Kohn-Sham gap (spin up / spin down), eV: 7.27 / 7.20
Energy, a.u.: -5480.06734
Energy relative to the best compared isomer or geometry (same formula, charge and spin), kcal per mole: 0.00
E_LUMO (spin up / spin down), eV: -1.89 / -3.61
HOMO energy (spin up / spin down), eV: -9.154 / -10.805

Structure (ORCA input):
```
! RIJCOSX wB97M-V def2-TZVPD def2/J DEFGRID3
* xyz 1 6
Se -0.1086 -1.0094 2.0705
Fe 0.1436 -0.6515 -0.0754
P 1.8082 -2.0316 -0.1107
P -1.2923 -2.2386 -0.5055
C -2.4593 0.8496 -1.5804
C 2.3421 -5.3696 -3.2016
C -0.1946 1.1893 4.2678
C -0.1890 1.5979 5.6132
C 2.4990 -1.8355 -1.7862
C -0.1962 -5.0090 -2.8608
C 0.6908 1.4324 0.3607
C 2.6840 1.2291 -1.2472
C -1.9543 -2.3045 -2.2047
C 1.2128 -6.6386 -0.6980
C 0.8817 -5.8212 -3.5097
C -0.0719 -0.1635 3.9391
C 0.3299 -3.1509 -0.2904
C -0.3295 -6.4845 -0.8207
C 0.1555 0.6986 -1.7886
C 2.5899 -4.8760 -1.8084
C -1.7209 1.8496 1.2432
C -2.5795 -2.8636 0.5666
C -0.7349 1.3432 0.2702
C 0.0157 -1.1160 4.9727
C 0.2385 0.5679 -3.2707
C -0.8071 -5.3838 -1.7189
C 1.9960 -5.3705 -0.7073
C 1.2467 1.0266 -0.9018
C -0.0978 0.6480 6.6360
C 1.4826 2.0177 1.4591
C 0.0102 -0.7144 6.3124
C 2.9837 -2.5301 1.1259
C -1.0693 0.8591 -1.0433
H -0.2586 2.6632 5.8552
H -0.5829 -0.0385 -3.6722
H 1.0464 2.9651 1.8044
H -2.8088 1.8756 -1.7720
H -2.5320 0.3047 -2.5260
H 0.0775 -2.1774 4.7206
H 2.9893 -6.2387 -3.4198
H 1.4060 -7.1558 0.2541
H -0.2957 1.9492 3.4944
H -1.5154 2.8977 1.5070
H 0.7715 -6.8877 -3.2524
H 0.0885 -1.4667 7.1090
H -0.7119 -7.4601 -1.1684
H -2.8897 -1.7200 -2.2179
H 1.9926 -1.0225 -2.3237
H -1.7783 -4.9710 -1.4309
H 2.5127 2.2220 1.1436
H 2.6344 -4.5822 -3.9224
H 2.9129 2.3028 -1.3179
H -0.5578 -4.1659 -3.4562
H 2.9579 0.7788 -2.2065
H -3.1503 0.4104 -0.8483
H 3.1391 -3.6115 1.1621
H -0.7670 -6.3258 0.1797
H -2.4225 -2.4900 1.5886
H 1.1914 0.1443 -3.6086
H -2.6112 -3.9623 0.5800
H -3.5463 -2.4700 0.2146
H 3.3278 0.8153 -0.4589
H 1.5851 -7.3130 -1.4853
H 0.1550 1.5635 -3.7371
H -1.2568 -1.8385 -2.9140
H 0.7550 -5.7630 -4.6006
H 0.5336 -3.7046 -1.2079
H -1.6936 1.2631 2.1714
H 2.6341 -2.1933 2.1112
H -0.1159 0.9626 7.6853
H 0.2690 -3.8666 0.5455
H 2.1984 -4.9407 0.2737
H 2.3766 -2.7381 -2.4015
H 3.5630 -1.5724 -1.6972
H 1.5133 1.3348 2.3194
H 3.4613 -4.2217 -1.7106
H -2.1711 -3.3288 -2.5405
H -2.7377 1.8042 0.8372
H 3.9471 -2.0414 0.9287
*
```


Here is 2 unconnected molecules or ions with the total composition C4H15N2S2 from the OMol25 dataset. Energies are from ωB97M-V/def2-TZVPD.

Results
F_max, eV/Å: 0.7
Kohn-Sham gap (spin up / spin down), eV: 3.59 / 9.86
Energy, a.u.: -1067.16299
Energy relative to the best compared isomer or geometry (same formula, charge and spin), kcal per mole: 0.00
E_LUMO (spin up / spin down), eV: 0.43 / 0.43
HOMO energy (spin up / spin down), eV: -3.161 / -9.435

Structure (ORCA input):
```
! RIJCOSX wB97M-V def2-TZVPD def2/J DEFGRID3
* xyz 0 2
S 1.6706 -0.0204 -0.5253
S 1.4429 0.1718 1.5236
N -3.2072 1.3211 -0.1056
N -1.1330 -1.7294 -0.8367
C -2.4251 0.1214 0.2039
C -1.9856 -0.5143 -1.1039
C 2.2395 1.7823 1.7983
C 3.2565 -0.8899 -0.6453
H -2.5734 2.0301 -0.4584
H -1.5605 -2.3087 -0.0765
H -0.1726 -1.4426 -0.5416
H 4.0594 -0.2436 -0.2994
H -1.0374 -2.3400 -1.6816
H 3.2934 1.7355 1.5322
H -2.8322 -0.8382 -1.7036
H 1.7502 2.5470 1.1985
H -1.5459 0.2948 0.8387
H 3.2147 -1.8204 -0.0868
H -3.0503 -0.5964 0.7416
H 3.4066 -1.1244 -1.6984
H -3.5656 1.6897 0.7657
H 2.1298 2.0066 2.8559
H -1.3748 0.1679 -1.6955
*
```


Here is 2 unconnected molecules or ions with the total composition C9H14 at a distorted geometry from the OMol25 dataset. Energies are from ωB97M-V/def2-TZVPD.

Results
F_max, eV/Å: 1.9
Kohn-Sham gap, eV: 9.99
Energy, a.u.: -351.30243
Energy relative to the best compared isomer or geometry (same formula, charge and spin), kcal per mole: 17.42
E_LUMO, eV: 1.03
HOMO energy, eV: -8.960

Structure (ORCA input):
```
! RIJCOSX wB97M-V def2-TZVPD def2/J DEFGRID3
* xyz 0 1
C 2.1735 1.0262 3.1633
C -2.2466 1.1832 -2.1026
C -0.5914 1.1790 -0.4302
C -0.3095 -0.1626 -0.7322
C -2.0556 -0.1664 -2.3992
C 2.4028 -0.3326 2.4820
C -0.8993 -2.3390 -1.8533
C -1.4645 1.9101 -1.2322
C -1.0324 -0.8267 -1.7125
H 0.0269 1.5972 0.3551
H -2.7577 -0.7114 -3.0089
H 3.1872 -0.9669 2.9095
H -1.5156 2.9758 -1.0817
H -3.1827 1.5878 -2.4882
H -0.0247 -2.8363 -1.4539
H -1.8015 -2.7572 -1.4204
H 1.8064 0.8394 4.1760
H 2.5187 -0.1530 1.4161
H 3.0889 1.6002 3.3027
H -0.9524 -2.6154 -2.9153
H 1.5978 -1.0443 2.7077
H 0.5673 -0.5859 -0.2589
H 1.4644 1.5989 2.5770
*
```


Here is 2 unconnected molecules or ions with the total composition CH4O3 at a distorted geometry from the OMol25 dataset. Energies are from ωB97M-V/def2-TZVPD.

Results
F_max, eV/Å: 6.2
Kohn-Sham gap, eV: 11.59
Energy, a.u.: -266.18333
Energy relative to the best compared isomer or geometry (same formula, charge and spin), kcal per mole: 33.07
E_LUMO, eV: 0.42
HOMO energy, eV: -11.173

Structure (ORCA input):
```
! RIJCOSX wB97M-V def2-TZVPD def2/J DEFGRID3
* xyz 0 1
O -1.3275 -0.5360 1.8173
O 1.8966 1.6219 -2.1820
O 0.0930 -0.3986 0.1058
C -0.8073 -0.9584 0.6507
H 2.1512 0.7673 -2.2017
H 1.0380 1.5115 -1.5905
H -2.2065 -0.2292 1.5113
H -1.4355 -1.7968 0.4481
*
```


Here is a molecular structure, C36H79InNPS2 at a distorted geometry from the OMol25 dataset. Energies are from ωB97M-V/def2-TZVPD.

Results
F_max, eV/Å: 1.2
Kohn-Sham gap, eV: 5.41
Energy, a.u.: -2801.47079
Energy relative to the best compared isomer or geometry (same formula, charge and spin), kcal per mole: 0.00
E_LUMO, eV: -0.67
HOMO energy, eV: -6.077

Structure (ORCA input):
```
! RIJCOSX wB97M-V def2-TZVPD def2/J DEFGRID3
* xyz 0 1
In 7.0823 1.8513 -1.6211
S 4.5539 -1.0502 1.6726
S 1.7210 -0.1208 1.6885
P -3.1445 4.1043 -0.7163
N 2.4293 -2.6492 1.3558
C -2.9378 -3.4062 2.7039
C 2.7273 -2.9524 -0.0700
C -0.4223 -3.9240 2.4720
C 0.8142 -3.9850 3.3587
C 3.4669 -5.3931 -0.4037
C 2.8438 -1.3002 1.6025
C 2.3644 -4.3572 -0.5395
C -5.5376 1.9275 -2.4034
C 5.9402 1.2243 1.2578
C -1.9287 7.0677 -2.3536
C -6.4740 1.7585 -1.2115
C 3.9764 -7.8981 -0.6236
C -3.2239 -3.3018 1.1973
C -1.0237 3.8047 1.2169
C 3.0285 -3.6016 2.3295
C 5.4373 1.6821 -0.1127
C 5.7669 -7.3462 1.1652
C 3.1091 -6.7172 -1.0796
C 2.0011 -4.6707 2.6793
C -5.4580 6.9714 -3.6239
C -3.4814 2.3394 -0.8263
C -4.0581 1.6916 -2.0963
C -1.9516 1.7533 2.4817
C -1.1683 5.8588 -1.8075
C -1.9316 7.1238 -3.8788
C -4.6013 5.1707 -0.6249
C -5.6942 5.3094 -1.6993
C 4.8171 0.6659 2.1444
C -2.5304 -2.1356 0.4765
C 5.4446 -7.5451 -0.3228
C -5.2541 5.5315 -3.1562
C -0.9538 2.2970 1.4635
C 6.5919 -6.0863 1.4784
C -2.4052 4.4014 0.9093
C -1.8886 4.5079 -1.9441
C -1.5127 -3.0604 3.0965
H 6.6099 2.9161 -2.9769
H 5.1135 0.6504 3.1931
H 7.3459 -6.2983 2.2341
H 3.1854 -6.5963 -2.1590
H 0.5609 -4.4760 4.2990
H 4.8480 -7.3055 1.7488
H -0.0879 -3.4265 1.5589
H -0.9151 7.2291 -4.2590
H -1.7573 -1.6687 1.0766
H 2.0717 -6.9457 -0.8326
H -5.6694 2.9141 -2.8494
H -3.6216 -2.7816 3.2797
H -2.3308 5.4904 0.9918
H 5.9709 -5.2964 1.8941
H 0.0529 2.0688 1.8163
H 8.5336 2.4741 -0.8008
H 6.0536 -8.3709 -0.6883
H -1.4530 7.9724 -1.9716
H 3.7719 -2.7532 -0.3203
H -2.9556 7.0842 -1.9785
H -2.3617 6.2246 -4.3252
H 5.7670 -6.6793 -0.8968
H -3.8982 0.6177 -1.9804
H -4.2110 6.1618 -0.3744
H 2.1490 -4.2718 -1.6068
H -6.5205 7.2143 -3.6504
H -4.3038 -3.2065 1.0834
H -3.4596 1.9901 -2.9608
H -0.6545 4.3176 2.1074
H 2.1325 -2.2504 -0.6505
H -0.7834 -4.9153 2.1977
H -0.3257 4.0636 0.4167
H 3.5332 -8.3131 0.2793
H -4.2131 5.2401 -3.3034
H -2.0359 -2.5044 -0.4182
H -5.8290 1.2201 -3.1814
H -6.3526 4.4443 -1.6338
H 3.7314 -5.5864 0.6354
H -1.4345 -3.1299 4.1844
H -7.4961 2.0128 -1.4911
H -2.4920 1.8965 -0.6918
H 4.3580 -4.9831 -0.8792
H -4.9690 7.6861 -2.9590
H -2.2807 4.3704 -2.9536
H -1.7427 2.1454 3.4781
H -3.2317 -1.3560 0.1832
H 4.9603 2.6560 0.0094
H -2.9916 1.9809 2.2366
H 6.3090 -8.2127 1.5371
H 3.1953 -3.0418 3.2473
H -1.1486 3.7084 -1.8210
H -1.8577 0.6687 2.5249
H 3.9662 -8.6540 -1.4044
H 4.6904 0.9642 -0.4577
H -0.2215 5.7778 -2.3438
H 1.4370 -4.6971 -0.0843
H 1.6815 -5.2206 1.8006
H -1.2975 -2.0199 2.8638
H -5.0930 4.8358 0.2962
H 4.0036 -3.9958 2.0383
H 3.9097 1.2390 2.0144
H -3.1422 4.1088 1.6612
H -5.0594 7.1182 -4.6271
H 7.3692 0.2143 -2.2970
H -5.8394 4.8810 -3.8081
H 1.0738 -2.9493 3.5704
H -1.0455 1.7507 0.5227
H -6.4745 0.7285 -0.8516
H -4.0472 2.0488 0.0612
H 6.7024 0.4512 1.1278
H -0.9047 6.0278 -0.7612
H 6.4332 2.0377 1.7873
H 7.1188 -5.7110 0.6067
H -3.1512 -4.4319 3.0088
H 2.4745 -5.3973 3.3413
H -2.9628 -4.2312 0.6993
H -2.5082 7.9759 -4.2360
H -6.2034 2.4048 -0.3730
H -6.3139 6.1531 -1.3900
*
```